Computed, not measured: a 11-piece molecular cluster, C44H72O27 overall, with ωB97M-V/def2-TZVPD.

The net charge is +1. As for the spin multiplicity: 2. As for the energy: -3750.81230 hartree. As for the HOMO-LUMO gap (spin up / spin down): 8.0 / 2.0 eV.

Last column: Mulliken charge in e.
CARTESIAN COORDINATES (ANGSTROEM)
C (-0.89, 2.23, -4.08)  -0.130
C (0.14, 3.36, -4.17)  -0.622
C (1.07, 2.81, -5.21)  -0.359
O (1.17, 1.41, -4.86)  -0.098
C (-0.02, 1.03, -4.14)  0.981
H (-1.58, 2.30, -4.92)  0.401
H (-1.37, 2.25, -3.10)  -0.002
H (0.63, 3.58, -3.22)  0.158
H (-0.41, 4.25, -4.46)  0.516
H (2.01, 3.35, -5.21)  0.381
H (0.67, 2.87, -6.23)  0.381
H (0.18, 0.63, -3.15)  -0.638
H (-0.39, 0.12, -4.61)  0.018
C (-1.04, 0.05, 0.23)  0.478
C (-0.87, 1.22, 1.22)  0.444
C (0.63, 1.65, 1.03)  -0.830
O (0.97, 1.11, -0.24)  -0.011
C (0.38, -0.21, -0.39)  0.076
H (-1.58, 0.55, -0.58)  -0.684
H (-1.53, -0.90, 0.48)  0.483
H (-1.05, 0.83, 2.22)  -0.419
H (-1.45, 2.08, 0.88)  0.008
H (1.26, 1.18, 1.79)  0.370
H (0.91, 2.71, 1.07)  0.347
H (0.90, -0.97, 0.19)  -0.091
H (0.40, -0.55, -1.43)  -0.311
C (-1.72, 4.35, 4.63)  -0.227
C (-3.13, 3.82, 4.40)  -0.475
C (-3.08, 2.46, 5.04)  0.116
O (-2.07, 2.64, 6.03)  -0.444
C (-1.31, 3.87, 5.98)  -0.397
H (-1.59, 5.42, 4.48)  0.433
H (-1.08, 3.88, 3.88)  -0.124
H (-3.49, 3.84, 3.37)  0.122
H (-3.78, 4.43, 5.03)  0.323
H (-2.79, 1.73, 4.28)  -0.133
H (-4.08, 2.22, 5.41)  0.275
H (-0.22, 3.78, 5.99)  0.253
H (-1.67, 4.42, 6.85)  0.328
C (-2.45, -4.01, -5.22)  -1.599
C (-1.46, -3.20, -4.44)  0.653
C (-1.81, -2.98, -2.93)  0.211
O (-0.60, -3.16, -2.26)  0.307
C (0.09, -4.05, -2.95)  0.220
O (1.17, -4.55, -2.65)  -0.587
O (-0.46, -4.24, -4.14)  -0.392
H (-3.35, -3.43, -5.39)  0.400
H (-2.73, -4.97, -4.80)  0.344
H (-2.15, -4.24, -6.25)  0.410
H (-1.06, -2.38, -5.03)  0.155
H (-2.54, -3.66, -2.48)  -0.461
H (-2.20, -1.98, -2.75)  0.315
C (-4.27, -2.93, 0.83)  -0.885
C (-4.67, -4.29, 0.34)  0.307
C (-5.18, -4.49, -1.08)  -0.479
O (-4.51, -5.63, -1.57)  -0.380
C (-3.46, -5.94, -0.79)  0.651
O (-2.66, -6.83, -0.96)  -0.547
O (-3.57, -5.17, 0.32)  -0.234
H (-3.69, -2.41, 0.06)  0.015
H (-3.65, -2.94, 1.73)  0.149
H (-5.21, -2.42, 1.04)  0.495
H (-5.36, -4.74, 1.06)  0.428
H (-4.93, -3.60, -1.66)  0.274
H (-6.24, -4.71, -0.95)  0.413
C (1.96, -1.44, 5.13)  -1.521
C (0.48, -1.53, 5.36)  0.408
C (-0.35, -0.24, 5.16)  -0.300
O (-1.39, -0.71, 4.29)  -0.277
C (-1.27, -1.99, 4.03)  0.556
O (-2.11, -2.63, 3.38)  -0.658
O (-0.01, -2.33, 4.33)  -0.204
H (2.24, -1.10, 4.13)  0.267
H (2.60, -2.28, 5.39)  0.387
H (2.40, -0.73, 5.83)  0.424
H (0.17, -1.97, 6.31)  0.323
H (0.20, 0.55, 4.65)  0.199
H (-0.70, 0.10, 6.13)  0.305
C (4.20, -3.72, -3.45)  -1.405
C (3.99, -2.35, -2.84)  1.207
C (4.14, -2.32, -1.30)  0.154
O (5.21, -1.46, -1.08)  -0.333
C (5.71, -1.02, -2.16)  0.579
O (6.72, -0.25, -2.20)  -0.649
O (5.10, -1.60, -3.20)  -0.451
H (4.66, -3.67, -4.44)  0.382
H (3.28, -4.15, -3.85)  0.209
H (4.84, -4.35, -2.83)  0.428
H (3.09, -1.79, -3.10)  0.000
H (4.30, -3.31, -0.87)  0.299
H (3.18, -1.97, -0.93)  -0.364
C (-6.13, 0.74, -0.20)  -1.469
C (-4.68, 1.33, -0.40)  1.510
C (-4.33, 2.19, -1.63)  0.003
O (-4.03, 3.46, -1.03)  -0.356
C (-4.21, 3.47, 0.25)  0.732
O (-4.06, 4.52, 0.93)  -0.615
O (-4.61, 2.29, 0.63)  -0.376
H (-6.11, -0.22, -0.72)  0.367
H (-6.82, 1.39, -0.74)  0.401
H (-6.42, 0.57, 0.84)  0.345
H (-3.90, 0.58, -0.29)  -0.664
H (-5.18, 2.12, -2.31)  0.314
H (-3.48, 1.72, -2.13)  -0.113
C (4.43, 5.18, 3.55)  -1.468
C (4.31, 5.51, 2.03)  0.554
C (3.23, 4.76, 1.28)  0.270
O (2.55, 5.72, 0.50)  -0.279
C (3.02, 6.99, 0.88)  0.533
O (2.63, 8.05, 0.40)  -0.561
O (4.02, 6.83, 1.79)  -0.357
H (5.41, 5.38, 3.99)  0.367
H (4.32, 4.14, 3.84)  0.355
H (3.68, 5.68, 4.17)  0.377
H (5.29, 5.26, 1.62)  0.187
H (2.59, 4.20, 1.96)  0.183
H (3.65, 3.98, 0.65)  -0.118
C (3.35, 2.26, -1.84)  -0.570
C (4.81, 2.68, -2.29)  0.130
C (5.04, 2.47, -3.73)  -0.018
O (5.80, 3.52, -4.06)  -0.397
C (5.52, 4.57, -3.20)  0.533
O (5.88, 5.72, -3.35)  -0.555
O (4.84, 4.07, -2.18)  -0.229
H (3.22, 2.22, -0.76)  0.096
H (3.18, 1.24, -2.18)  0.245
H (2.59, 2.90, -2.28)  0.075
H (5.63, 2.18, -1.77)  0.363
H (4.11, 2.44, -4.30)  -0.073
H (5.61, 1.55, -3.77)  0.327
C (-0.83, -5.99, 2.83)  -1.415
C (0.15, -5.80, 1.63)  0.412
C (-0.40, -4.80, 0.66)  0.388
O (0.64, -3.84, 0.61)  0.365
C (1.62, -4.16, 1.49)  0.194
O (2.64, -3.50, 1.66)  -0.621
O (1.38, -5.34, 2.05)  -0.352
H (-1.73, -6.58, 2.67)  0.372
H (-1.09, -5.07, 3.35)  0.154
H (-0.27, -6.58, 3.54)  0.451
H (0.20, -6.81, 1.21)  0.190
H (-1.36, -4.37, 0.92)  -0.343
H (-0.51, -5.42, -0.23)  0.114

Computed, not measured: C44H73CsN4O5SSb as an isolated structure, with ωB97M-V/def2-TZVPD.

The net charge is -1. As for the energy: -2974.28528 hartree. As for the HOMO-LUMO gap: 5.9 eV.

Last column: Mulliken charge in e.
CARTESIAN COORDINATES (ANGSTROEM)
Cs (1.55, 0.06, 0.43)  1.896
C (-0.02, 0.94, 7.35)  -1.614
C (0.75, 0.26, 6.22)  1.104
C (2.18, -0.05, 6.63)  -1.530
C (0.05, -1.00, 5.75)  0.438
C (-0.25, -2.00, 6.66)  -0.155
C (-0.91, -3.15, 6.25)  -1.466
C (-1.25, -3.29, 4.92)  -0.284
C (-0.97, -2.32, 3.98)  0.476
C (-1.34, -2.58, 2.54)  2.118
C (-2.84, -2.33, 2.31)  -1.506
C (-0.99, -4.01, 2.11)  -2.005
C (-0.30, -1.14, 4.39)  -0.601
N (0.12, -0.14, 3.55)  0.346
C (-0.64, 0.52, 2.75)  -0.683
C (-0.22, 1.69, 2.05)  -0.458
C (0.98, 2.34, 2.39)  0.953
C (1.31, 3.56, 1.86)  -1.068
C (0.45, 4.16, 0.93)  -0.947
C (-0.72, 3.56, 0.56)  -1.076
C (-1.11, 2.29, 1.10)  0.142
N (-2.20, 1.66, 0.70)  0.784
C (-3.29, 2.28, 0.16)  -1.266
C (-3.71, 1.96, -1.15)  -0.003
C (-4.91, 2.47, -1.64)  -0.488
C (-5.69, 3.30, -0.87)  -1.556
C (-5.28, 3.63, 0.41)  -0.452
C (-4.10, 3.14, 0.94)  1.307
C (-3.72, 3.50, 2.35)  1.176
C (-4.76, 3.00, 3.35)  -1.646
C (-3.52, 5.01, 2.51)  -1.613
C (-2.84, 1.08, -2.01)  2.588
C (-3.45, -0.31, -2.16)  -1.628
C (-2.56, 1.69, -3.38)  -1.322
H (0.43, 1.90, 7.60)  0.446
H (-0.02, 0.32, 8.25)  0.313
H (-1.05, 1.11, 7.06)  0.365
H (0.78, 0.95, 5.37)  -0.223
H (2.20, -0.74, 7.48)  0.352
H (2.70, 0.86, 6.92)  0.424
H (2.71, -0.51, 5.80)  0.335
H (0.03, -1.88, 7.70)  0.328
H (-1.15, -3.92, 6.96)  0.377
H (-1.76, -4.19, 4.61)  0.358
H (-0.77, -1.90, 1.90)  -0.395
H (-3.42, -2.99, 2.96)  0.404
H (-3.11, -2.53, 1.28)  0.370
H (-3.10, -1.31, 2.54)  0.315
H (-1.74, -4.72, 2.45)  0.547
H (-0.03, -4.30, 2.53)  0.428
H (-0.94, -4.05, 1.02)  0.285
H (-1.71, 0.29, 2.64)  0.220
H (1.61, 1.88, 3.14)  0.353
H (2.22, 4.07, 2.17)  0.438
H (0.71, 5.12, 0.51)  0.418
H (-1.38, 4.01, -0.16)  0.654
H (-5.22, 2.21, -2.64)  0.344
H (-6.62, 3.70, -1.26)  0.375
H (-5.90, 4.28, 1.01)  0.315
H (-2.77, 3.01, 2.59)  -0.375
H (-5.72, 3.49, 3.19)  0.316
H (-4.44, 3.21, 4.37)  0.453
H (-4.90, 1.93, 3.24)  0.354
H (-4.44, 5.55, 2.31)  0.350
H (-2.76, 5.36, 1.81)  0.334
H (-3.19, 5.24, 3.52)  0.418
H (-1.87, 1.00, -1.49)  -0.558
H (-4.40, -0.24, -2.69)  0.418
H (-3.64, -0.76, -1.19)  0.434
H (-2.78, -0.97, -2.72)  0.212
H (-3.45, 1.66, -4.01)  0.433
H (-1.77, 1.12, -3.87)  -0.184
H (-2.24, 2.72, -3.28)  0.442
O (4.20, -0.19, 0.33)  -0.812
S (4.21, -0.12, -1.12)  1.480
O (5.00, 0.94, -1.67)  -0.684
O (4.91, -1.47, -1.64)  -0.697
O (2.81, -0.16, -1.59)  -2.217
N (4.33, -3.94, -0.60)  -0.390
C (4.37, -4.03, 0.85)  -1.024
C (3.40, -2.99, 1.42)  -0.238
N (2.05, -3.18, 0.92)  -0.014
C (2.03, -3.22, -0.53)  0.939
C (3.00, -4.27, -1.08)  -0.912
H (5.04, -4.52, -1.03)  0.240
H (4.62, -2.28, -1.15)  0.639
H (5.39, -3.82, 1.18)  0.474
H (4.09, -5.04, 1.20)  0.390
H (3.75, -2.00, 1.13)  0.054
H (3.39, -3.05, 2.51)  0.423
H (1.70, -4.08, 1.26)  0.281
H (2.33, -2.24, -0.91)  -0.869
H (1.01, -3.43, -0.86)  0.192
H (3.00, -4.25, -2.17)  0.390
H (2.69, -5.28, -0.74)  0.399
O (-0.62, -1.29, -0.65)  -0.348
H (-0.12, -0.88, -1.37)  -0.071
H (-1.33, -0.66, -0.44)  -0.090
C (-0.49, 0.73, -6.54)  -1.390
C (0.36, -0.41, -6.01)  0.298
C (-0.48, -1.69, -5.94)  -1.404
Sb (1.28, -0.06, -3.97)  0.788
C (1.90, 2.03, -4.39)  0.484
C (3.18, 2.38, -3.67)  -1.554
C (0.80, 2.99, -3.97)  -1.383
C (3.14, -1.12, -4.49)  1.115
C (3.85, -0.66, -5.75)  -1.627
C (2.87, -2.62, -4.54)  -1.639
H (-0.80, 0.53, -7.57)  0.460
H (0.05, 1.67, -6.53)  0.259
H (-1.40, 0.84, -5.95)  0.324
H (1.18, -0.58, -6.72)  0.273
H (-1.33, -1.55, -5.27)  0.217
H (0.12, -2.52, -5.56)  0.300
H (-0.86, -1.96, -6.92)  0.382
H (2.05, 2.10, -5.48)  0.467
H (3.04, 2.38, -2.60)  0.148
H (3.53, 3.37, -3.98)  0.532
H (3.98, 1.66, -3.86)  0.353
H (0.60, 2.88, -2.90)  0.243
H (-0.13, 2.80, -4.52)  0.251
H (1.09, 4.02, -4.16)  0.500
H (3.77, -0.91, -3.63)  -0.106
H (3.28, -0.90, -6.64)  0.321
H (4.82, -1.15, -5.83)  0.461
H (4.02, 0.42, -5.73)  0.290
H (2.34, -2.89, -5.46)  0.275
H (2.26, -2.91, -3.69)  0.230
H (3.80, -3.18, -4.51)  0.436

Which of these has the lowest energy?
C44H72O27